Entry from the OMol25 dataset: a cluster of 13 separate species, C61H87BrFN3O24 in total in a non-equilibrium geometry (the ωB97M-V functional and the def2-TZVPD basis).

```
177
Properties=species:S:1:pos:R:3:forces:R:3
H -2.1198 6.1853 4.1143 0.13 -0.05 0.15
O 9.2946 -2.8738 -3.2734 0.00 -0.03 -0.07
O -6.3999 0.7743 9.0296 0.22 0.23 0.05
C -3.9438 0.7488 2.7392 0.23 0.52 0.23
H 1.3945 2.1813 0.3563 0.09 0.11 0.16
H 3.8698 8.1861 2.3239 -0.09 -0.15 0.02
C -7.1008 3.0947 -0.4898 -0.17 0.10 0.02
H -4.9296 0.3466 2.5009 0.05 -0.10 -0.08
H 7.2487 0.9086 0.8859 0.01 0.04 -0.05
H -1.7829 -3.2391 0.3336 0.00 0.04 0.10
C 3.0496 -13.2278 0.7299 -0.10 -0.06 0.15
C 4.1533 -9.4691 -1.6111 0.11 -0.01 -0.07
H 2.0123 1.5932 -1.2042 0.34 0.07 -0.09
H 5.2758 -7.9968 -2.7774 0.00 0.03 -0.08
N -1.3297 5.4523 -0.2929 0.01 0.09 0.45
H -8.5855 4.5540 0.1928 -0.05 0.00 0.08
C -3.4073 0.0357 3.9670 -0.19 -0.25 -0.24
C 3.1735 -7.6501 -2.7795 0.41 0.20 -0.20
H 3.9748 -14.1397 2.4476 -0.01 -0.02 -0.01
C 1.8088 -8.6264 -5.9643 -0.05 0.07 -0.10
O -3.0435 -4.7205 -2.4763 0.11 -0.22 0.15
O 1.5843 10.3619 -3.1594 0.00 -0.13 -0.07
H 1.7140 4.4081 2.6001 0.17 -0.16 0.09
H -3.8243 7.7414 4.7344 -0.01 0.45 0.06
H -5.0593 7.4697 1.3465 -0.12 0.10 -0.28
H -2.2324 -0.8428 0.0225 -0.10 0.05 -0.09
C 6.1822 0.7646 0.7241 0.00 -0.11 -0.11
H 0.8810 9.8512 -0.5731 0.11 0.20 -0.02
C -2.0828 5.9270 0.7581 0.13 -0.20 -0.67
O 2.7469 -6.9451 -3.6529 0.32 -0.12 0.36
C 4.5132 0.2203 -0.8727 0.22 -0.20 -0.20
H 0.3409 4.8701 -1.9914 0.07 0.29 -0.20
H 0.1522 -6.7653 -3.3703 0.04 -0.03 0.02
H -5.8681 5.6676 3.9638 -0.15 -0.11 -0.01
O -1.0293 -5.0168 -1.5068 -0.12 -0.10 -0.36
H 2.1857 4.5045 1.0110 0.18 -0.23 0.03
C -1.1172 9.2112 -1.1948 0.07 0.06 0.17
C 5.7237 7.1326 -0.2104 0.00 0.19 0.50
H 7.8363 -1.8490 -5.4362 0.01 -0.01 -0.01
H -4.7801 2.7952 2.7165 0.07 -0.05 0.13
H 3.3910 8.5307 0.6526 0.01 -0.03 -0.04
C 8.5185 -1.2718 -4.8114 -0.06 0.09 0.06
C -1.6529 5.8014 2.0742 0.20 -0.21 0.48
H -2.8462 -1.4858 -1.5277 0.03 0.27 0.01
H 2.6035 -14.1884 0.4870 0.07 0.00 -0.15
C -5.2318 6.1850 4.6756 -0.39 -0.07 -0.32
C 0.6070 4.3094 -1.1066 -0.37 -0.36 -0.10
O 2.6349 -7.6718 -1.5429 -0.09 -0.03 0.04
C -7.1119 4.0957 1.6599 -0.34 0.22 0.06
H -3.6633 6.6807 -0.4981 0.22 -0.19 -0.36
H 2.8538 -8.9120 -6.0641 -0.04 -0.17 0.05
Br 0.1941 0.1643 -0.3900 0.16 -0.03 0.00
H -4.5171 5.4769 5.0740 0.23 -0.15 0.10
C 0.5358 10.0247 -2.6929 0.09 0.29 0.10
C 4.7380 -12.1709 2.0139 -0.30 -0.54 0.00
H -8.1079 0.1487 7.0185 -0.02 -0.14 0.22
C -4.3351 -1.1459 -0.0110 0.25 0.31 -0.26
C 4.0731 7.9556 1.2816 0.10 0.21 0.03
C 7.8715 -1.0105 -3.4524 0.04 -0.26 -0.42
H -8.7683 2.9362 0.9217 -0.13 0.16 0.10
H 5.1583 2.6876 0.9710 -0.13 0.02 -0.13
C -0.1659 -9.5251 -6.7128 -0.29 0.13 0.06
N -0.4458 5.2355 2.3889 -0.26 0.07 -0.25
H 5.7357 0.4698 1.6745 -0.01 0.02 0.02
C -4.2423 2.0325 4.7031 -0.05 0.26 -0.16
H 3.5148 -10.3151 -1.8695 0.00 -0.01 0.02
O -4.7649 -1.9711 0.9553 -0.11 -0.09 0.10
C -1.0776 -5.0636 -3.8603 0.30 -0.37 0.23
C -2.4724 6.2818 3.0980 0.09 -0.02 0.49
O 0.9835 -9.8067 -6.0550 0.10 0.00 -0.08
H -0.1928 11.1892 -1.0593 0.09 0.03 0.01
C -2.8033 -2.9521 0.0913 -0.04 0.14 0.13
H 4.3525 -9.1571 -3.7687 0.09 0.17 -0.12
C 1.1387 1.8656 -0.6413 -0.54 -0.46 -0.01
C 4.7271 6.0573 0.1730 0.05 0.02 -0.36
H -4.1681 -3.8774 1.5297 -0.22 0.08 -0.04
C -4.0093 2.2027 3.2078 -0.13 -0.07 -0.14
H -8.6378 3.8585 8.0836 0.00 -0.03 0.02
C -5.8323 3.8924 -0.2275 0.05 -0.05 -0.24
C -8.2929 1.0792 7.5463 0.11 0.36 -0.38
O -5.8510 4.1747 1.1876 -0.03 -0.03 -0.08
O 4.6639 4.9300 -0.2277 -0.11 -0.01 0.13
H -3.2190 -2.5431 2.2009 -0.04 0.09 0.01
O -6.8529 2.8252 8.2174 -0.10 -0.12 -0.13
O -1.0486 -10.3201 -6.8435 0.10 -0.09 -0.01
O 3.8297 6.5537 1.0533 -0.06 0.02 0.09
C -7.0724 1.4882 8.3497 -0.20 -0.31 0.17
H 6.7900 -0.9230 -3.5143 -0.02 0.08 0.21
O -2.9386 -1.0647 4.0287 0.11 0.04 0.09
H 0.8727 -5.8115 -1.3136 -0.08 0.00 0.15
H 4.0861 -7.8976 -0.0929 0.01 0.04 -0.04
C 4.3620 -8.5890 -2.8429 -0.28 -0.34 0.29
C 0.2395 -5.6796 -3.3914 -0.62 0.26 -0.12
O 6.1930 -12.0124 0.0707 -0.06 -0.10 -0.18
H -1.8650 9.4890 -0.4547 -0.05 0.01 -0.05
H -0.7828 8.1977 -0.9671 -0.05 -0.03 -0.02
H 0.3104 2.6328 -2.4331 -0.17 -0.06 -0.27
H -9.5026 2.4252 6.2907 0.00 0.08 0.03
C 5.8452 -0.2761 -0.3452 -0.17 0.36 0.61
H -3.1791 -3.6585 -0.6420 -0.04 0.01 0.07
C -7.8988 3.4107 7.4155 -0.07 0.01 -0.09
C 5.5330 8.1678 0.9001 0.06 -0.05 -0.12
C -0.1432 -8.0819 -7.1888 0.53 -0.04 -0.12
H 6.5643 -0.2741 -1.1603 0.02 -0.13 -0.04
C -3.6819 6.8622 2.8460 0.06 0.16 -0.27
H 6.1030 2.5637 -0.5202 -0.03 0.00 0.00
H 1.0888 -5.4228 -4.0035 0.13 0.09 -0.03
H -0.7527 -7.4834 -6.5102 -0.08 -0.02 -0.03
H 6.7309 6.7281 -0.2393 -0.03 -0.09 -0.21
O 3.7220 -0.3800 -1.5410 -0.10 0.16 0.01
H -7.8726 2.1061 5.7047 -0.01 0.06 -0.02
H -9.1367 0.9635 8.2277 0.03 -0.09 0.04
H 6.1758 7.9203 1.7457 -0.02 0.01 0.02
H 2.7378 -9.0419 0.0036 -0.15 0.12 -0.04
C -8.4733 2.2605 6.6025 -0.13 -0.12 -0.07
H -5.3027 1.9216 4.9449 0.01 -0.02 0.00
O -7.3883 4.3676 2.7957 0.11 -0.14 0.02
H 2.3215 -12.4401 0.5235 0.02 0.02 0.00
C -8.0570 3.6702 0.5550 0.34 -0.31 -0.22
H -7.4788 4.1867 6.7836 0.19 0.08 0.09
C -3.7195 -2.9124 1.3064 0.30 -0.16 0.08
C 8.2652 -2.2458 -2.6573 -0.03 0.18 0.20
H 1.6760 4.3948 -0.9369 0.20 0.09 -0.06
H -2.1200 8.3567 -2.9392 0.10 -0.01 -0.14
H -3.8329 2.8573 5.2817 0.05 -0.14 0.17
H -6.9192 2.0441 -0.2832 0.08 -0.16 -0.01
C -1.6298 9.2751 -2.6260 -0.11 -0.05 0.12
H 5.7512 -1.2776 0.0609 0.05 -0.13 -0.27
H -0.5316 -8.0080 -8.2001 -0.23 -0.01 0.07
H -0.7883 2.6599 -1.0576 -0.36 0.07 -0.09
C -1.8657 -4.9232 -2.5718 -0.01 0.22 -0.33
H 4.4066 -11.1382 2.1336 0.09 0.04 0.01
H -7.4557 3.1802 -1.5155 0.05 0.06 0.03
C 5.1712 -12.3781 0.5732 0.15 0.37 0.22
C 9.7180 -2.1285 -4.4276 0.00 0.08 -0.14
C 0.0850 10.1515 -1.2484 -0.26 -0.45 -0.05
H -3.0488 2.6926 3.0332 0.00 0.01 0.04
N 1.4634 4.1867 1.6460 -0.03 0.47 0.06
H 5.7521 9.1898 0.6001 -0.07 0.01 -0.03
O 4.1973 -13.0187 -0.1134 -0.01 -0.03 -0.02
C 5.4837 2.0086 0.1874 0.21 -0.05 0.19
C -3.3060 6.5432 0.5091 -0.90 0.53 -0.36
H -3.2746 0.6208 1.8928 -0.08 -0.23 -0.04
O -0.4573 9.4831 -3.4359 -0.02 -0.05 0.02
O 7.7976 -2.6378 -1.6289 0.04 -0.05 -0.08
H -1.6133 -5.6951 -4.5639 -0.17 0.19 -0.06
H 10.5868 -1.5278 -4.1505 -0.01 0.02 0.02
C 0.2303 2.8351 -1.3730 0.55 0.06 0.31
H 10.0085 -2.8242 -5.2104 0.02 -0.12 0.10
O 4.3290 1.5144 -0.5123 -0.01 -0.01 0.02
H -0.9335 -4.0688 -4.2853 -0.09 0.01 -0.04
H 1.6598 -8.1699 -4.9900 -0.08 -0.05 -0.10
C 1.3400 -7.7250 -7.0978 -0.12 0.06 -0.05
O -3.5631 0.8168 5.0585 0.03 0.09 0.06
H 8.2923 -0.1313 -2.9609 -0.05 0.01 0.05
H -2.3131 10.1117 -2.7870 0.03 0.03 0.00
H 5.0724 -9.8636 -1.1829 0.00 0.03 0.02
H 1.8407 -8.0031 -8.0265 0.02 0.00 0.00
H 2.8306 -12.8734 2.8835 -0.04 0.03 -0.05
H 5.4506 7.5252 -1.1907 0.03 -0.07 -0.05
H -4.9293 3.3367 -0.4679 0.07 0.04 0.15
C -0.2069 4.8816 0.0166 0.08 0.16 -0.42
C -4.5116 7.3208 4.0009 0.65 -0.43 0.69
C 3.5847 -13.1643 2.1554 0.06 0.11 0.06
C -2.9393 -1.5303 -0.4455 -0.08 -0.56 0.05
H 5.5573 -12.3816 2.6942 0.11 0.22 -0.04
C 0.2416 4.7925 1.3818 0.28 -0.11 0.32
C 0.3352 -5.1407 -1.9747 0.25 -0.03 0.09
C 3.4102 -8.5249 -0.6768 0.13 -0.17 0.10
H -5.8182 4.8449 -0.7640 -0.01 0.00 0.05
H -5.8316 6.5699 5.4892 -0.18 0.08 0.25
F -5.4120 8.2989 3.6344 -0.23 0.25 -0.25
H 0.8003 -4.1532 -1.9335 -0.04 0.02 -0.03
C -4.1018 7.0088 1.5180 0.05 -0.15 0.37
H 8.7915 -0.3711 -5.3569 0.06 0.00 0.03
O -4.9863 -0.2195 -0.4185 -0.24 0.01 0.14
H 1.5373 -6.6708 -6.9132 0.00 -0.02 0.09
```
Positions in Å, forces in eV/Å.

For the HOMO energy, the calculation gives -8.602 eV. As for the net charge: 0. The calculation puts the molar mass at 1345.27 u. As for the HOMO-LUMO gap: 8.676 eV.